1.
Here is the ion C6H11N2 with charge +1 at a distorted geometry from the OMol25 dataset. Energies are from the ωB97M-V functional and the def2-TZVPD basis.

Geometry as XYZ:
```
19
C6H11N2, DFT the ωB97M-V functional and the def2-TZVPD basis
C -1.39 -0.85 -0.09
C -2.14 -1.90 -0.08
C 1.24 -0.11 0.22
C -0.03 0.13 -0.46
C 3.58 -0.18 0.10
C -2.15 1.55 -0.20
N 2.29 0.03 -0.45
N -1.25 0.53 0.32
H -3.11 -1.90 0.40
H -1.84 -2.81 -0.56
H 1.20 -0.41 1.28
H 0.00 0.47 -1.48
H 4.10 -0.91 -0.52
H 3.56 -0.51 1.15
H 4.14 0.76 0.02
H -3.14 1.43 0.24
H -1.77 2.55 0.04
H -2.23 1.46 -1.28
H -1.07 0.67 1.32
```

- Kohn-Sham gap: 10.23 eV
- SMILES string: C=C1[C@H](/C=N/C)[N@H+]1C
- Energy above the lowest of the compared OMol25 structures with the same formula, charge and spin: 99.2 kcal per mole
- Net charge: +1

2.
Here is the ion C6H11N2 with charge +1 at a distorted geometry from the OMol25 dataset. Energies are from the ωB97M-V functional and the def2-TZVPD basis.

Geometry as XYZ:
```
19
C6H11N2, DFT the ωB97M-V functional and the def2-TZVPD basis
C 1.07 -0.37 0.85
C 0.05 2.06 0.49
C 0.08 -1.44 0.71
C -0.84 0.99 0.14
C -0.08 -2.25 -0.28
C -1.20 0.78 -1.35
N 0.49 0.72 0.49
N 2.33 -0.60 1.30
H 0.51 2.58 -0.29
H -0.03 2.73 1.34
H -0.89 -1.17 1.26
H 0.91 -2.28 -0.78
H -1.72 0.63 0.74
H -0.91 -2.88 -0.48
H -1.04 -0.25 -1.54
H -0.56 1.49 -2.00
H -2.29 0.93 -1.30
H 2.63 -1.50 1.60
H 2.94 0.13 1.43
```

- Spin multiplicity: 3
- Kohn-Sham gap (spin up / spin down): 7.13 / 6.03 eV
- Energy above the lowest of the compared OMol25 structures with the same formula, charge and spin: 92.9 kcal per mole
- Net charge: +1

3.
Here is the ion C6H11N2 with charge +1 at a distorted geometry from the OMol25 dataset. Energies are from the ωB97M-V functional and the def2-TZVPD basis.

Geometry as XYZ:
```
19
C6H11N2, DFT the ωB97M-V functional and the def2-TZVPD basis
C -2.46 0.35 0.41
C 0.17 -0.29 0.23
C -0.89 -1.20 -0.28
C -0.41 0.87 -0.50
C 2.56 0.44 0.33
C 1.60 -0.64 -0.17
N -2.14 -0.93 0.11
N -1.62 1.26 -0.11
H -3.40 0.60 0.85
H 0.08 -0.15 1.31
H -0.70 -2.04 -0.93
H 0.10 1.38 -1.31
H 2.26 1.42 -0.03
H 3.56 0.24 -0.04
H 2.59 0.46 1.41
H 1.87 -1.61 0.26
H 1.67 -0.73 -1.25
H -2.88 -1.61 0.05
H -1.97 2.19 -0.34
```

- Spin multiplicity: 3
- Kohn-Sham gap (spin up / spin down): 6.24 / 9.14 eV
- Energy above the lowest of the compared OMol25 structures with the same formula, charge and spin: 0.0 kcal per mole
- Net charge: +1

4.
Here is a structure of composition C6H11N2Rb at a distorted geometry from the OMol25 dataset. Energies are from the ωB97M-V functional and the def2-TZVPD basis.

Geometry as XYZ:
```
20
C6H11N2Rb, DFT the ωB97M-V functional and the def2-TZVPD basis
Rb -4.55 1.22 -4.14
C -2.20 0.75 -1.05
C -0.69 0.96 -1.25
N 0.03 0.12 -0.33
C 0.07 -1.26 -0.34
C 0.85 -1.69 0.69
N 1.48 -0.50 1.28
C 0.94 0.56 0.60
C 2.43 -0.51 2.29
H -2.39 -0.33 -1.05
H -2.86 1.21 -1.78
H -2.52 1.04 -0.05
H -0.26 1.96 -1.17
H -0.39 0.62 -2.24
H -0.48 -1.75 -1.12
H 1.22 -2.63 1.09
H 1.09 1.62 0.79
H 2.04 -0.10 3.22
H 3.27 0.18 2.16
H 2.91 -1.48 2.41
```

- Kohn-Sham gap: 9.96 eV
- Energy above the lowest of the compared OMol25 structures with the same formula, charge and spin: 16.4 kcal per mole
- Net charge: +2

5.
Here is the ion C6H11N2S with charge +1 at a distorted geometry from the OMol25 dataset. Energies are from the ωB97M-V functional and the def2-TZVPD basis.

Geometry as XYZ:
```
20
C6H11N2S, DFT the ωB97M-V functional and the def2-TZVPD basis
C -2.95 0.13 -0.28
C -1.08 -1.09 0.18
C -0.52 -2.42 0.36
C 1.35 1.72 0.93
C 1.42 0.65 -1.30
C 0.98 0.45 0.11
N -2.42 -1.05 -0.08
N -0.48 0.12 0.21
S -1.78 1.41 -0.16
H -4.06 0.35 -0.31
H -0.22 -2.74 1.27
H -1.11 -3.18 0.00
H 0.43 -2.41 -0.17
H 2.36 1.79 1.12
H 0.94 1.73 1.91
H 1.14 2.67 0.53
H 0.87 0.03 -1.95
H 2.43 0.55 -1.46
H 1.21 1.73 -1.61
H 1.49 -0.46 0.70
```

- Kohn-Sham gap: 10.16 eV
- Energy above the lowest of the compared OMol25 structures with the same formula, charge and spin: 56.1 kcal per mole
- Net charge: +1

6.
Here is a cluster of 2 separate species, C6H11N2S2 in total at a distorted geometry from the OMol25 dataset. Energies are from the ωB97M-V functional and the def2-TZVPD basis.

Geometry as XYZ:
```
21
C6H11N2S2, DFT the ωB97M-V functional and the def2-TZVPD basis
C -0.56 -2.91 4.16
C -1.62 -2.08 4.51
C -0.74 -1.60 2.23
C 1.73 0.64 -1.97
C -0.65 1.49 -1.95
C 0.68 1.53 -1.42
N -0.17 -2.69 2.81
N 0.87 2.23 -0.33
S -2.07 -1.07 3.16
S -0.10 -0.83 0.85
H -0.18 -3.58 4.85
H -2.23 -2.23 5.39
H 2.67 1.19 -2.39
H 1.35 0.23 -3.02
H 2.03 -0.14 -1.42
H -0.72 1.17 -2.96
H -1.10 0.61 -1.48
H -1.13 2.41 -1.76
H 0.79 -2.96 2.53
H 1.76 2.19 0.14
H 0.11 2.71 0.21
```

- Kohn-Sham gap: 7.06 eV
- Energy above the lowest of the compared OMol25 structures with the same formula, charge and spin: 30.9 kcal per mole
- Net charge: +1

7.
Here is the ion C6H11N2S3 with charge +1 at a distorted geometry from the OMol25 dataset. Energies are from the ωB97M-V functional and the def2-TZVPD basis.

Geometry as XYZ:
```
22
C6H11N2S3, DFT the ωB97M-V functional and the def2-TZVPD basis
C 0.43 0.10 0.42
C 1.37 2.04 -0.18
C -1.80 1.80 -1.45
C 1.13 -2.87 1.04
C -1.20 2.02 -0.07
C -0.22 -2.32 0.60
N 0.16 1.44 0.05
N -0.41 -0.83 0.49
S 1.76 3.44 -0.66
S 3.52 -0.35 -0.56
S 2.36 0.46 0.68
H -1.32 0.97 -1.94
H -2.87 1.66 -1.45
H -1.63 2.69 -2.06
H 1.91 -2.82 0.30
H 1.66 -2.51 1.96
H 0.77 -3.81 1.01
H -1.73 1.65 0.73
H -0.97 3.11 0.03
H -0.48 -2.70 -0.47
H -1.05 -2.66 1.23
H -1.40 -0.49 0.33
```

- Kohn-Sham gap: 7.82 eV
- Energy above the lowest of the compared OMol25 structures with the same formula, charge and spin: 5.2 kcal per mole
- Net charge: +1

8.
Here is a cluster of 2 separate species, C6H11N3 in total at a distorted geometry from the OMol25 dataset. Energies are from the ωB97M-V functional and the def2-TZVPD basis.

Geometry as XYZ:
```
20
C6H11N3, DFT the ωB97M-V functional and the def2-TZVPD basis
C -0.88 1.21 -0.28
C 0.39 1.20 0.17
C 1.29 -2.18 -0.25
C 1.85 -1.11 0.24
C 1.54 2.08 -0.20
C -2.46 -0.67 -0.38
N -0.65 -0.43 1.21
N -1.63 0.23 0.39
N 0.56 0.20 1.12
H -1.36 1.86 -0.99
H 1.85 -2.97 -0.74
H 0.22 -2.33 -0.16
H 2.84 -0.73 0.29
H 2.09 1.64 -1.03
H 2.21 2.17 0.65
H 1.19 3.06 -0.50
H -3.17 -0.08 -0.96
H -1.88 -1.31 -1.05
H -3.02 -1.30 0.32
H -0.97 -0.52 2.17
```

- Kohn-Sham gap: 7.58 eV
- Energy above the lowest of the compared OMol25 structures with the same formula, charge and spin: 121.0 kcal per mole

9.
Here is an isolated molecule of C6H11N3 at a distorted geometry from the OMol25 dataset. Energies are from the ωB97M-V functional and the def2-TZVPD basis.

Geometry as XYZ:
```
20
C6H11N3, DFT the ωB97M-V functional and the def2-TZVPD basis
N 0.70 0.19 -0.49
C -1.63 -0.31 0.16
C -0.04 0.04 0.64
N 0.30 0.97 -1.55
N -1.92 -1.59 -0.27
C 2.24 0.25 -0.12
C -2.55 0.66 0.24
C 0.13 -0.09 1.95
C 3.22 -0.12 -0.93
H -0.29 1.75 -1.24
H -0.27 0.40 -2.17
H -2.89 -1.87 -0.16
H -1.27 -2.29 0.07
H 2.49 0.62 0.87
H -3.58 0.50 -0.06
H -2.29 1.65 0.60
H -0.71 -0.29 2.60
H 1.09 0.09 2.43
H 3.00 -0.48 -1.94
H 4.27 -0.09 -0.64
```

- Kohn-Sham gap: 9.17 eV
- SMILES string: C=CN(N)C(=C)C(=C)N
- Energy above the lowest of the compared OMol25 structures with the same formula, charge and spin: 91.6 kcal per mole

10.
Here is a cluster of 2 separate species, C6H11N3O in total at a distorted geometry from the OMol25 dataset. Energies are from the ωB97M-V functional and the def2-TZVPD basis.

Geometry as XYZ:
```
21
C6H11N3O, DFT the ωB97M-V functional and the def2-TZVPD basis
C 2.81 2.90 -0.85
C 0.60 0.06 -0.15
C 1.89 1.84 -0.22
C 1.62 1.62 1.17
N 1.30 0.91 -0.98
N 1.00 0.40 1.13
H 0.07 -0.89 -0.30
H 0.59 -0.09 1.89
H 1.68 2.19 2.00
H 2.86 3.88 -0.36
H 2.33 3.13 -1.83
H 3.75 2.44 -0.95
C -2.36 -3.19 -0.16
C -1.90 -1.88 0.29
O -1.16 -1.61 1.26
N -2.47 -0.68 -0.18
H -3.32 -3.20 -0.59
H -2.45 -3.79 0.69
H -2.20 0.23 0.11
H -2.99 -0.69 -1.06
H -1.67 -3.58 -0.89
```

- Kohn-Sham gap: 8.64 eV
- SMILES string: Cc1c[nH]cn1.CC(N)=O
- Energy above the lowest of the compared OMol25 structures with the same formula, charge and spin: 36.4 kcal per mole

11.
Here is a cluster of 2 separate species, C6H11N3O in total at a distorted geometry from the OMol25 dataset. Energies are from the ωB97M-V functional and the def2-TZVPD basis.

Geometry as XYZ:
```
21
C6H11N3O, DFT the ωB97M-V functional and the def2-TZVPD basis
C 0.79 -1.16 -1.19
C 1.86 -2.39 1.94
C 1.39 -1.25 0.17
C 1.51 -0.34 1.17
N 1.63 -2.52 0.66
N 1.92 -1.08 2.27
H 1.92 -3.22 2.62
H 1.89 -0.70 3.21
H 1.39 0.71 1.39
H -0.25 -1.48 -1.18
H 1.34 -1.80 -1.88
H 0.84 -0.18 -1.67
C -1.27 2.27 -1.59
C -2.20 1.99 -0.45
O -2.74 2.88 0.17
N -2.35 0.68 -0.11
H -0.79 3.22 -1.38
H -1.79 2.52 -2.52
H -2.76 0.38 0.76
H -1.78 -0.01 -0.56
H -0.54 1.49 -1.82
```

- Kohn-Sham gap: 9.66 eV
- SMILES string: Cc1c[nH]cn1.CC(N)=O
- Energy above the lowest of the compared OMol25 structures with the same formula, charge and spin: 12.0 kcal per mole

12.
Here is an isolated molecule of C6H11N3OS at a distorted geometry from the OMol25 dataset. Energies are from the ωB97M-V functional and the def2-TZVPD basis.

Geometry as XYZ:
```
22
C6H11N3OS, DFT the ωB97M-V functional and the def2-TZVPD basis
C 2.43 -1.44 -0.83
C 0.81 -0.29 -0.10
C 0.02 2.80 -0.04
C -1.37 -2.50 0.58
C -0.78 1.56 -0.56
C -0.52 0.22 0.20
N 1.08 -1.19 -1.01
N 2.98 -0.70 0.08
N 1.93 -0.06 0.60
O -3.06 -0.42 -0.19
S -1.78 -0.98 -0.49
H 2.99 -2.06 -1.35
H 1.05 2.78 -0.35
H -0.50 3.85 -0.29
H 0.01 2.69 0.98
H -2.22 -2.58 1.21
H -0.45 -2.53 1.15
H -1.61 -3.26 -0.20
H -1.86 1.83 -0.43
H -0.67 1.29 -1.66
H -0.66 0.40 1.33
H 2.18 0.60 1.39
```

- Kohn-Sham gap: 9.59 eV
- Energy above the lowest of the compared OMol25 structures with the same formula, charge and spin: 50.4 kcal per mole